a.
Below is 4 unconnected molecules or ions with the total composition C3H14N2O3, with properties calculated with ωB97M-V with the def2-TZVPD basis set.

Each atom is followed by the atoms it is bonded to, with distances in Å.
Atoms and positions in Å:
1 C -2.50 1.05 -0.54  C2 1.667, H6 1.194, H7 1.053, H8 1.065
2 C -1.25 0.61 -1.56  C1 1.667, N3 1.433, H9 1.069, H10 1.003
3 N -0.34 -0.34 -1.00  C2 1.433, C4 1.367, H11 1.060
4 C -0.95 -1.38 -0.35  N3 1.367, N5 1.317, H12 1.067
5 N -0.14 -2.10 0.40  C4 1.317, H13 1.076
6 H -2.89 0.01 -0.10  C1 1.194
7 H -3.34 1.40 -1.07  C1 1.053
8 H -2.24 1.84 0.11  C1 1.065
9 H -1.69 0.20 -2.44  C2 1.069
10 H -0.79 1.48 -1.77  C2 1.003
11 H 0.35 0.28 -0.49  N3 1.060
12 H -1.89 -1.69 -0.75  C4 1.067
13 H -0.64 -3.04 0.47  N5 1.076
14 H 1.57 3.21 0.18  O16 0.903
15 H 1.16 2.99 1.51  O16 1.052
16 O 0.82 2.85 0.53  H14 0.903, H15 1.052
17 H 3.22 -0.61 1.39  O19 0.951
18 H 2.53 0.48 0.49  O19 0.965
19 O 2.78 0.23 1.39  H17 0.951, H18 0.965
20 H 2.03 -2.38 1.98  O22 0.958
21 H 1.74 -2.58 0.49  O22 0.966
22 O 2.45 -2.51 1.13  H20 0.958, H21 0.966

Output
Charge = 0
Frontier orbital gap = 9.782 eV
SMILES = [H]/N=C/NCC.O.O.O
E_LUMO = 0.02256 Ha

=====

b.
Below is 3 unconnected molecules or ions with the total composition C3H14N2O3, with properties calculated with ωB97M-V with the def2-TZVPD basis set.

Each atom is followed by the atoms it is bonded to, with distances in Å.
Atoms and positions in Å:
1 C -1.88 0.76 0.22  N2 1.457, C5 1.550, H7 1.092, H8 1.095
2 N -0.56 1.35 0.07  C1 1.457, C3 1.457, H9 1.008
3 C 0.11 1.21 -1.21  N2 1.457, O4 1.394, H10 1.099, H11 1.097
4 O 1.01 2.27 -1.37  C3 1.394, H12 0.965
5 C -1.95 -0.74 0.60  C1 1.550, N6 1.425, H13 1.119, H14 1.106
6 N -1.04 -1.20 1.60  C5 1.425, H15 1.011, H16 1.007
7 H -2.58 0.87 -0.61  C1 1.092
8 H -2.32 1.39 1.01  C1 1.095
9 H 0.05 1.26 0.87  N2 1.008
10 H 0.67 0.27 -1.31  C3 1.099
11 H -0.67 1.09 -1.97  C3 1.097
12 H 0.47 3.06 -1.41  O4 0.965
13 H -3.01 -0.69 0.95  C5 1.119
14 H -2.07 -1.47 -0.21  C5 1.106
15 H -1.14 -0.78 2.52  N6 1.011
16 H -0.85 -2.18 1.74  N6 1.007
17 H 0.14 -1.65 -1.68  O19 0.954
18 H 0.93 -2.36 -0.57  O19 0.971
19 O 1.01 -1.98 -1.46  H17 0.954, H18 0.971
20 H 1.94 -1.32 1.14  O22 0.945
21 H 3.08 -0.29 0.89  O22 0.959
22 O 2.77 -1.00 1.46  H20 0.945, H21 0.959

Output
Charge = 0
Frontier orbital gap = 9.286 eV
SMILES = NCCNCO.O.O
E_LUMO = 0.01934 Ha

=====

Result of the stability comparison: b is the most stable of them.

=====

a.
Below is a single C4H5FN2 molecule, with properties calculated with ωB97M-V with the def2-TZVPD basis set.

Each atom is followed by the atoms it is bonded to, with distances in Å.
Atoms and positions in Å:
1 C -0.28 -1.59 0.29  C3 1.590, N5 1.248, H8 1.113
2 C -2.05 0.69 -0.53  C4 1.493, F7 1.342
3 C 0.17 -0.26 -0.45  C1 1.590, C4 1.556, H9 1.039, H10 1.111
4 C -0.71 0.90 0.10  C2 1.493, C3 1.556, H11 1.155, H12 1.064
5 N -1.51 -1.77 0.14  C1 1.248, N6 1.125
6 N -2.57 -1.63 -0.20  N5 1.125
7 F -2.95 1.31 0.25  C2 1.342
8 H 0.15 -1.92 1.26  C1 1.113
9 H 1.20 -0.14 -0.47  C3 1.039
10 H 0.05 -0.62 -1.49  C3 1.111
11 H -0.31 1.91 -0.30  C4 1.155
12 H -0.82 0.94 1.16  C4 1.064

Output
Charge = 0
Frontier orbital gap = 8.592 eV
E_LUMO = 0.00302 Ha

=====

b.
Below is a single C4H5FN2 molecule, with properties calculated with ωB97M-V with the def2-TZVPD basis set.

Each atom is followed by the atoms it is bonded to, with distances in Å.
Atoms and positions in Å:
1 C 1.76 0.76 0.51  C3 1.452, N5 1.387, H8 1.020
2 C 0.65 -1.15 0.19  N5 1.371, N6 1.401, H9 1.162
3 C 0.34 1.06 0.36  C1 1.452, N6 1.331, F7 1.325
4 C -1.49 -0.27 -0.58  N6 1.415, H10 1.104, H11 1.042, H12 1.091
5 N 1.89 -0.61 0.40  C1 1.387, C2 1.371
6 N -0.26 -0.09 0.10  C2 1.401, C3 1.331, C4 1.415
7 F -0.46 2.11 0.42  C3 1.325
8 H 2.53 1.43 0.58  C1 1.020
9 H 0.33 -2.27 0.19  C2 1.162
10 H -2.19 0.56 -0.37  C4 1.104
11 H -1.26 -0.31 -1.60  C4 1.042
12 H -1.84 -1.22 -0.19  C4 1.091

Output
Charge = 0
Frontier orbital gap = 9.301 eV
SMILES = Cn1cncc1F
E_LUMO = 0.03032 Ha

=====

Result of the stability comparison: b is the most stable of them.